1.
A single C6H7I molecule in a non-equilibrium geometry. Source: the Open Molecules 2025 dataset; level of theory: the ωB97M-V functional and the def2-TZVPD basis.

Last column: Löwdin charge in e.
Cartesian coordinates (Å):
C 1.0523 0.2080 0.7024  -0.11
C 2.0550 -0.6864 0.6646  -0.31
C -0.7817 -0.1975 -0.7358  -0.17
C -2.0162 -0.0539 -0.2541  0.01
C 0.3424 0.7375 -0.4362  -0.23
C 2.4150 -1.1585 -0.6550  -0.53
I 3.7457 -2.8256 -0.8526  0.65
H 0.6387 0.3808 1.6788  0.12
H 2.5089 -1.0869 1.6652  0.12
H -2.8074 -0.8468 -0.3197  0.08
H -2.1901 0.7472 0.4119  0.04
H 0.0086 1.6383 -0.1764  0.07
H 1.1621 0.7344 -1.3003  0.15
H -0.5256 -1.1544 -1.1699  0.10

Values from the calculation:
**Energy relative to the best compared isomer or geometry (same formula, charge and spin)**: 87.0 kcal per mole
**LUMO level**: -1.23 eV
**Strongest force on any atom**: 0.104 Eh/bohr
**Total charge**: 0
**Multiplicity**: 1

---

2.
2 unconnected molecules or ions with the total composition C4H13NOS in a non-equilibrium geometry. Source: the Open Molecules 2025 dataset; level of theory: the ωB97M-V functional and the def2-TZVPD basis.

Last column: Löwdin charge in e.
Cartesian coordinates (Å):
C -0.9668 -0.0485 -1.9071  -0.14
N -0.0054 0.4293 -0.9260  -0.14
C -0.5725 0.3612 0.5673  -0.37
C 0.3779 1.3571 1.4727  -0.08
C -0.3692 -1.1215 1.0168  -0.58
S -0.5769 -1.3536 2.8195  0.64
H -1.9202 0.5579 -1.8833  0.09
H -0.3840 -0.0862 -2.7775  0.05
H -1.3203 -1.1117 -1.5955  0.10
H 0.2415 1.4153 -1.0807  0.10
H -1.5680 0.6946 0.4900  0.10
H 0.5039 1.1066 2.5042  0.01
H 1.3256 1.4549 0.8379  0.08
H -0.1178 2.4154 1.4311  0.09
H -1.2103 -1.7468 0.5012  0.08
H 0.6709 -1.7299 0.7897  0.12
H -1.9614 -1.7801 2.6712  -0.08
O 2.7346 -0.5381 -1.9425  -0.05
H 2.9572 0.3185 -1.8754  -0.05
H 2.1613 -0.5945 -1.1136  0.05

Values from the calculation:
**Energy relative to the best compared isomer or geometry (same formula, charge and spin)**: 57.2 kcal per mole
**LUMO level**: 0.65 eV
**Strongest force on any atom**: 0.106 Eh/bohr
**SMILES string**: CN[C@H](C)CS.O
**Total charge**: 0
**Multiplicity**: 1

---

3.
6 unconnected molecules or ions with the total composition C16H32Br8O4 in a non-equilibrium geometry. Source: the Open Molecules 2025 dataset; level of theory: the ωB97M-V functional and the def2-TZVPD basis.

Last column: Löwdin charge in e.
Cartesian coordinates (Å):
C -3.1658 1.9337 0.6663  -0.04
C -2.2693 0.8388 0.0705  -0.20
O -3.0987 -0.2911 -0.2735  0.02
C -2.5271 -1.4537 -0.4498  -0.54
C -3.4801 -2.6095 -0.6867  0.01
O -1.3320 -1.6513 -0.5055  0.05
H -3.9639 2.2104 -0.0165  0.08
H -2.4989 2.7698 0.8646  0.07
H -3.5725 1.4789 1.5690  0.08
H -1.7821 1.1688 -0.8451  0.10
H -1.5283 0.5433 0.8106  0.09
H -3.0473 -3.5657 -0.4103  0.07
H -3.4090 -2.6683 -1.7785  0.04
H -4.4813 -2.4093 -0.3243  0.09
C 2.9231 2.5282 -1.9447  -0.07
C 1.6477 3.3376 -2.0800  -0.23
O 1.0243 3.0214 -3.3296  0.00
C 0.1820 1.9803 -3.3394  -0.53
C -0.3429 1.6838 -4.7302  0.04
O -0.1698 1.3921 -2.3553  0.09
H 3.4770 2.6243 -1.0141  0.07
H 3.5872 2.5605 -2.8089  0.08
H 2.5551 1.4938 -1.9649  0.06
H 1.0127 3.0877 -1.2294  0.08
H 1.7955 4.4161 -2.0922  0.11
H -1.1180 2.4301 -4.9137  0.09
H -0.7457 0.6800 -4.6373  0.09
H 0.3954 1.8204 -5.5140  0.09
Br 1.7833 -2.7552 -0.1105  0.68
C 1.6209 -0.8037 -0.0037  -0.67
C 1.1466 -0.4129 1.3894  -0.73
Br 1.3660 1.5003 1.5063  0.71
H 0.8501 -0.5371 -0.7234  0.03
H 2.5900 -0.4193 -0.2951  0.04
H 1.7997 -0.8801 2.1185  0.02
H 0.1121 -0.6458 1.5880  -0.01
Br 3.5849 -5.0022 4.9141  0.61
C 2.5326 -3.6838 3.9058  -0.69
C 1.2811 -3.3485 4.6910  -0.70
Br -0.1269 -2.6755 3.5503  0.70
H 2.3782 -4.1226 2.9239  0.03
H 3.1851 -2.8361 3.6987  0.06
H 1.4334 -2.7808 5.6033  0.07
H 0.8925 -4.3067 5.0355  0.03
Br 0.7093 4.9350 5.2069  0.61
C 0.5314 4.9562 3.2590  -0.77
C 0.5689 6.3180 2.6649  -0.66
Br 0.2767 5.9923 0.7272  0.61
H -0.4562 4.5165 3.0959  0.04
H 1.1302 4.1829 2.7896  0.00
H 1.4894 6.8592 2.9084  0.07
H -0.1242 7.0724 3.0368  0.06
Br -2.9808 -5.0116 -3.2369  0.63
C -1.3331 -5.6575 -2.3446  -0.63
C -0.2645 -4.5881 -2.4632  -0.75
Br 0.4245 -4.3486 -4.2747  0.59
H -0.9708 -6.5970 -2.7577  0.06
H -1.4833 -5.8781 -1.2881  0.07
H 0.5993 -4.7474 -1.8172  0.00
H -0.6134 -3.6451 -2.0352  0.02

Values from the calculation:
**LUMO level**: 0.37 eV
**Strongest force on any atom**: 0.041 Eh/bohr
**SMILES string**: CCOC(C)=O.CCOC(C)=O.BrCCBr.BrCCBr.BrCCBr.BrCCBr
**Total charge**: 0
**Multiplicity**: 1